{"formula": "C54H129Cl12N7", "method": "ωB97M-V with the def2-TZVPD basis set", "homo_ev": -8.1462, "total_charge": 0, "largest_force_ha_per_bohr": 0.07667, "spin_multiplicity": 1, "total_energy_ev": -218787.357, "gap_ev": 8.6, "species": ["Cl", "C", "C", "Cl", "H", "H", "H", "H", "Cl", "C", "C", "Cl", "H", "H", "H", "H", "Cl", "C", "C", "Cl", "H", "H", "H", "H", "Cl", "C", "C", "Cl", "H", "H", "H", "H", "Cl", "C", "C", "Cl", "H", "H", "H", "H", "Cl", "C", "C", "Cl", "H", "H", "H", "H", "C", "C", "N", "C", "C", "C", "C", "H", "H", "H", "H", "H", "H", "H", "H", "H", "H", "H", "H", "H", "H", "H", "C", "C", "N", "C", "C", "C", "C", "H", "H", "H", "H", "H", "H", "H", "H", "H", "H", "H", "H", "H", "H", "H", "C", "C", "N", "C", "C", "C", "C", "H", "H", "H", "H", "H", "H", "H", "H", "H", "H", "H", "H", "H", "H", "H", "C", "C", "N", "C", "C", "C", "C", "H", "H", "H", "H", "H", "H", "H", "H", "H", "H", "H", "H", "H", "H", "H", "C", "C", "N", "C", "C", "C", "C", "H", "H", "H", "H", "H", "H", "H", "H", "H", "H", "H", "H", "H", "H", "H", "C", "C", "N", "C", "C", "C", "C", "H", "H", "H", "H", "H", "H", "H", "H", "H", "H", "H", "H", "H", "H", "H", "C", "C", "N", "C", "C", "C", "C", "H", "H", "H", "H", "H", "H", "H", "H", "H", "H", "H", "H", "H", "H", "H"], "coordinates": [[-0.02651, -27.29857, -6.38589], [0.12487, -28.94842, -5.58996], [1.17887, -28.96194, -4.45364], [2.81175, -28.95058, -5.16665], [0.46090, -29.65698, -6.34985], [-0.85471, -29.12943, -5.20309], [1.04083, -29.89319, -3.91905], [1.07135, -28.09510, -3.79502], [-2.80568, -28.48908, -3.45427], [-3.19916, -26.87013, -3.94362], [-2.52695, -25.83555, -3.08796], [-2.89010, -24.14323, -3.56762], [-4.29296, -26.85220, -3.81686], [-2.87016, -26.74389, -4.98470], [-1.45065, -25.86208, -3.16484], [-2.80643, -25.83889, -2.04158], [3.84380, -22.00863, 3.91863], [4.60646, -20.52225, 4.28162], [4.78236, -20.37496, 5.84621], [3.23030, -20.61180, 6.66145], [4.05507, -19.69678, 3.83126], [5.56120, -20.59158, 3.81490], [5.17926, -19.37299, 6.09455], [5.51153, -21.12715, 6.12446], [-2.50227, -25.14023, 4.62341], [-1.95845, -24.88180, 2.90123], [-3.24047, -24.50077, 2.13491], [-2.97575, -23.88017, 0.38519], [-1.48223, -25.83109, 2.46560], [-1.16443, -24.14322, 2.77900], [-3.75911, -23.67265, 2.55107], [-3.86618, -25.36907, 2.01742], [-3.03578, -30.48176, 4.21160], [-2.42935, -28.81720, 4.70016], [-3.03962, -28.26800, 5.94152], [-2.61046, -29.30800, 7.31579], [-2.68316, -28.10091, 3.91772], [-1.32917, -28.93402, 4.63815], [-4.10978, -28.30521, 5.79420], [-2.65614, -27.28960, 6.20128], [0.13247, -30.49917, -1.58699], [1.17965, -30.74355, -0.13040], [2.60811, -31.01426, -0.50354], [3.48914, -29.64607, -1.20774], [0.77525, -31.64006, 0.42854], [0.99221, -29.98997, 0.60492], [2.59577, -31.87092, -1.24233], [3.18855, -31.34061, 0.38007], [-0.01032, -31.72285, 3.41631], [1.40388, -31.48002, 3.84910], [1.52467, -30.40398, 4.81545], [0.64747, -30.59500, 6.02789], [0.83044, -29.41337, 6.93925], [2.95514, -30.13426, 5.14957], [3.74133, -29.66699, 3.89651], [-0.41955, -30.86372, 2.88997], [-0.70306, -31.98641, 4.25298], [-0.06762, -32.48313, 2.62518], [1.84052, -32.46478, 4.21963], [1.98392, -31.12775, 2.95929], [-0.38044, -30.53956, 5.72203], [0.82294, -31.64262, 6.48852], [0.80215, -28.49658, 6.26100], [0.12192, -29.32819, 7.70608], [1.85891, -29.43031, 7.40887], [3.49187, -31.02160, 5.52810], [2.97104, -29.28868, 5.86579], [3.19000, -28.89508, 3.31178], [4.00289, -30.35075, 3.09785], [4.75851, -29.30103, 4.17106], [2.92521, -21.66049, -0.20152], [1.90323, -21.12996, -1.20579], [1.31726, -19.85729, -0.88673], [0.56829, -19.83477, 0.38290], [-0.79223, -20.63489, 0.32755], [0.53238, -19.42989, -2.11931], [-0.06438, -18.09030, -1.88873], [3.07033, -22.68973, -0.43335], [2.46737, -21.59099, 0.74290], [3.89651, -21.14493, -0.24542], [2.39346, -20.98939, -2.15223], [1.11884, -21.88740, -1.31158], [1.10670, -20.24886, 1.24776], [0.38054, -18.75868, 0.70007], [-0.55966, -21.72007, 0.23714], [-1.49635, -20.41829, 1.12369], [-1.35537, -20.32587, -0.56079], [-0.22495, -20.11674, -2.44969], [1.30085, -19.43915, -2.84477], [0.73595, -17.33779, -1.74503], [-0.76425, -18.18968, -1.08985], [-0.67857, -17.75640, -2.79106], [5.46665, -23.67468, 8.19846], [5.08701, -24.34802, 6.90765], [5.58008, -25.66542, 6.72051], [5.66146, -26.08088, 5.30791], [6.65107, -25.24148, 4.50347], [5.07710, -26.69484, 7.64502], [3.58958, -27.06208, 7.52308], [6.53159, -23.51517, 8.26022], [5.11151, -24.28876, 9.04620], [5.08712, -22.61782, 8.18404], [3.97675, -24.25391, 6.72280], [5.50200, -23.74919, 6.11331], [5.96723, -27.10740, 5.36713], [4.70031, -26.05978, 4.81198], [6.42056, -24.16037, 4.52206], [7.64705, -25.22317, 5.04733], [6.82087, -25.66938, 3.55267], [5.13264, -26.34234, 8.69821], [5.73100, -27.55416, 7.53753], [2.93528, -26.31606, 8.02788], [3.41304, -28.04980, 7.98553], [3.23215, -27.17020, 6.49634], [-0.83223, -21.23198, 8.78010], [0.39893, -21.79753, 7.98635], [0.10360, -23.09233, 7.37533], [0.84057, -23.18419, 6.10372], [0.40047, -22.25407, 5.04341], [0.37277, -24.17052, 8.30783], [-0.36891, -25.47715, 8.01246], [-1.74954, -21.45632, 8.30879], [-0.73415, -20.10622, 8.88689], [-0.82998, -21.65729, 9.80834], [0.63661, -21.12953, 7.13067], [1.27859, -21.71115, 8.61719], [0.65544, -24.15092, 5.68579], [1.97624, -23.07954, 6.17898], [-0.64060, -22.34427, 4.91852], [0.86800, -22.54678, 4.10781], [0.70479, -21.23865, 5.12135], [1.44801, -24.33305, 8.21819], [0.26536, -23.85444, 9.36609], [-0.26636, -25.84164, 6.99595], [0.01407, -26.27300, 8.70914], [-1.45177, -25.37312, 8.16871], [0.44944, -24.82835, -0.71294], [0.71937, -26.10753, 0.03250], [0.94878, -25.82384, 1.45129], [2.16555, -24.97703, 1.64836], [3.47345, -25.57202, 1.07115], [1.04474, -27.08481, 2.14968], [1.38715, -26.96262, 3.63157], [0.34401, -25.05090, -1.81416], [1.27893, -24.13595, -0.64757], [-0.46512, -24.40846, -0.24502], [-0.17918, -26.74601, -0.01721], [1.57358, -26.60917, -0.35997], [1.96392, -23.97000, 1.30609], [2.23731, -24.86226, 2.75723], [3.49405, -25.66386, -0.05003], [4.33997, -24.97034, 1.36108], [3.68703, -26.57109, 1.42020], [1.85201, -27.73530, 1.66540], [0.06816, -27.55148, 2.10972], [1.61968, -27.90295, 4.05847], [0.56512, -26.44039, 4.16328], [2.28896, -26.41215, 3.79650], [6.84655, -23.33399, -0.86008], [5.64858, -23.86688, -1.63876], [5.84371, -23.87017, -3.07595], [7.11463, -24.44669, -3.51596], [7.42970, -25.93226, -3.21530], [4.72350, -24.48330, -3.78012], [3.39529, -23.81356, -3.45939], [7.07047, -22.39459, -1.36506], [7.77990, -23.96081, -1.00305], [6.51543, -23.17497, 0.16369], [5.32186, -24.87373, -1.24648], [4.89381, -23.16541, -1.46283], [7.03865, -24.36305, -4.60510], [7.90851, -23.77081, -3.23511], [8.41101, -26.24443, -3.59342], [7.51814, -26.03415, -2.14073], [6.58554, -26.59841, -3.52365], [4.60113, -25.53412, -3.48656], [4.79489, -24.46255, -4.85871], [3.59125, -22.72061, -3.70967], [3.16227, -23.75694, -2.44227], [2.76553, -24.23314, -4.22817], [-6.24555, -26.20533, -1.04769], [-5.44250, -27.48654, -0.76049], [-5.12904, -27.54252, 0.71529], [-4.07064, -28.57123, 0.90514], [-2.68098, -28.02874, 0.63897], [-6.29514, -27.85344, 1.52410], [-6.04103, -27.46706, 2.99217], [-6.29557, -25.93014, -2.08160], [-5.82924, -25.33530, -0.52040], [-7.30448, -26.22934, -0.71147], [-5.83323, -28.38058, -1.22352], [-4.45734, -27.44457, -1.22338], [-4.06527, -28.99172, 1.92858], [-4.27254, -29.44893, 0.24929], [-2.41050, -27.23919, 1.35115], [-1.89318, -28.80497, 0.69546], [-2.58420, -27.60040, -0.36805], [-6.55189, -28.94359, 1.49213], [-7.17050, -27.34604, 1.15700], [-6.78935, -27.80312, 3.71108], [-6.02055, -26.37349, 3.12663], [-5.11705, -27.90760, 3.29897]], "forces_ev_per_angstrom": [[0.2, -0.7, 0.4], [1.3, 0.9, 0.2], [-0.9, 0.4, -1.1], [0.1, 0.1, 0.2], [-0.4, 0.2, 0.0], [-0.5, -0.4, 0.2], [0.2, 0.0, 0.2], [0.1, -0.3, -0.1], [0.7, -1.2, 0.6], [-0.9, 1.0, -0.6], [0.4, 0.8, 0.5], [-0.3, -0.1, -0.4], [0.4, 0.5, -0.5], [-0.4, 0.0, 0.3], [0.3, -0.5, 0.0], [-0.1, -0.5, 0.2], [-0.9, -1.6, -0.6], [0.2, 1.4, 1.7], [0.3, 0.6, -1.8], [0.3, 0.1, 0.2], [-0.1, -0.1, 0.2], [0.9, 0.3, -0.2], [-0.3, -0.5, -0.1], [-0.2, -0.2, 0.5], [0.6, 0.2, -0.9], [0.0, -1.0, -1.5], [1.0, -0.2, -1.1], [0.2, -0.6, 1.1], [-0.9, 1.2, 1.0], [-0.2, 0.2, 0.7], [-0.3, 0.4, 0.7], [-0.4, -0.2, 0.0], [-0.2, 1.1, 0.4], [1.0, -0.2, -1.5], [0.3, -1.0, 0.3], [-0.2, -0.2, 0.6], [-0.2, -0.3, -0.4], [-0.6, 0.2, 0.6], [-0.3, 0.3, 0.3], [-0.1, 0.2, -0.3], [0.2, 0.0, 0.8], [-0.9, -1.7, 0.6], [0.2, -1.4, -0.3], [-0.2, 0.1, -0.1], [0.5, 0.5, -1.0], [0.2, 1.2, -0.1], [0.3, 1.1, 0.7], [-0.4, 0.2, -0.4], [-1.1, -0.3, -0.3], [0.9, -0.3, -0.3], [0.1, -0.1, 1.0], [1.3, -1.0, -0.5], [2.7, 0.9, -0.9], [-0.4, 0.3, -1.3], [0.4, 1.0, -0.4], [-0.1, 0.5, 0.3], [0.7, 0.1, -0.8], [0.2, -0.3, 0.5], [-0.1, 0.9, -0.3], [-0.3, -0.7, 0.6], [-0.5, -0.4, -0.4], [-0.2, 1.5, -0.3], [-0.1, -0.9, 1.0], [-1.1, 0.0, 0.9], [-1.2, 0.1, -0.3], [-0.3, 0.1, 0.4], [0.2, -0.8, -0.4], [0.4, -0.1, 0.8], [-0.3, -1.0, 0.3], [-0.8, 0.2, 0.1], [0.0, 0.9, -1.3], [0.4, -0.4, 0.5], [-0.8, 0.5, 0.0], [-1.6, 0.7, 0.5], [0.8, 0.2, -0.9], [1.1, -0.1, 2.1], [-0.3, 1.3, -2.1], [0.3, -0.9, 0.0], [-0.1, 0.0, 1.5], [-0.4, 0.0, 0.2], [0.1, -0.2, -0.6], [0.0, -0.3, -0.3], [0.4, 0.1, -0.6], [0.1, -1.2, -0.6], [-0.5, 0.7, 0.2], [0.3, -0.2, 0.6], [0.2, -0.3, -0.1], [-0.5, -0.8, 0.1], [0.6, 0.3, -1.2], [-0.7, -0.3, 0.4], [-0.3, 0.5, 0.8], [0.8, -0.4, 1.0], [-0.5, 0.7, 0.3], [-1.2, 0.9, -0.7], [0.5, -0.9, 0.2], [0.2, 0.7, 1.1], [1.4, 0.7, 2.6], [-0.6, 0.9, 0.2], [-0.5, -0.3, 0.0], [0.6, -0.5, 0.1], [0.2, 0.8, -0.1], [-0.3, -1.1, 0.4], [0.5, -0.2, 0.3], [0.1, 0.3, -0.3], [0.3, -0.7, -0.4], [-0.7, 0.0, -0.2], [-0.4, -0.6, -0.7], [-0.9, -0.4, -0.5], [0.0, -0.1, -1.2], [0.7, -0.1, -0.7], [0.0, -0.3, 0.0], [0.4, -0.5, -0.3], [0.1, 0.5, 0.1], [0.1, 0.2, -0.1], [2.2, 0.9, 1.0], [-1.6, 1.4, -0.8], [0.2, 1.2, 0.1], [1.4, -0.6, 0.8], [0.5, 0.0, -1.0], [0.8, -0.5, -0.3], [-0.1, -0.4, 1.1], [-0.9, -0.3, -0.6], [-0.1, -1.3, -0.1], [-0.2, 0.3, -0.6], [-0.5, -0.1, 0.7], [0.4, -0.6, 0.3], [0.0, -1.0, 0.0], [-1.1, -0.3, 0.5], [-1.5, 0.2, -0.2], [0.1, -0.3, -0.3], [0.0, 1.0, 0.5], [0.5, -0.5, 0.2], [-0.5, 0.0, -0.7], [0.4, 0.1, -0.2], [-0.4, 0.6, -0.7], [0.2, 0.1, 0.2], [-0.7, -0.3, -1.0], [-0.8, 0.6, 0.8], [0.6, 0.7, -0.1], [-0.3, -0.9, 1.0], [0.0, 0.5, -0.9], [1.4, -0.5, 0.5], [-0.8, 1.1, -0.3], [-0.3, 0.4, 1.1], [0.1, 0.2, 0.1], [0.6, 0.2, -0.8], [0.4, 0.0, -0.1], [0.7, -0.9, -0.6], [0.0, 0.1, -0.4], [0.3, 0.0, -0.9], [-0.2, 0.4, 1.0], [-0.1, 0.1, -0.1], [-0.1, -0.4, 0.4], [-1.1, 0.3, 0.4], [-0.2, -0.5, -0.4], [-0.5, -1.1, 0.5], [0.4, -0.4, -0.1], [0.6, 0.6, 0.1], [0.6, -0.6, -1.3], [0.9, -1.5, 0.1], [0.5, -0.6, -0.5], [-0.4, -0.3, -1.5], [-0.7, 0.3, 0.7], [-0.6, -0.2, 1.5], [2.2, 2.3, -2.4], [0.2, 0.4, 0.4], [-1.2, 0.5, 0.7], [0.5, -0.1, 0.1], [0.2, 0.6, -0.3], [-1.5, 0.8, 0.5], [0.3, 0.1, -0.1], [0.4, 0.0, 0.3], [-0.5, 0.1, -0.4], [-0.1, -0.2, 0.5], [0.9, 0.4, 0.0], [0.2, -0.3, -0.1], [0.7, 0.2, -0.3], [-0.6, -1.0, 0.0], [-1.1, -0.8, 1.4], [-1.2, 0.0, 0.6], [-0.6, 0.1, 0.8], [0.8, 1.7, 1.1], [0.2, -1.1, -1.1], [-0.1, -0.4, 0.1], [0.7, 0.1, -0.4], [-0.1, -0.9, 1.0], [-0.7, 0.7, -0.3], [0.1, -0.1, -0.8], [0.3, -0.4, -0.1], [0.6, -0.4, -0.1], [-0.8, -0.6, 0.4], [0.0, 0.5, -0.2], [-0.3, 0.4, -0.4], [0.1, 0.3, 0.2], [-0.2, -0.1, -0.1], [-0.5, 0.1, 0.1], [-0.1, 0.0, 0.2], [0.2, 0.4, -0.1], [-0.2, 0.4, -0.2], [-0.2, -0.3, -0.3], [0.3, -0.3, -0.2], [0.8, -0.1, 0.4]]}